--- P ---
A structure of composition C50H42AsBrFN5O8PRu. Source: OMol25; level of theory: ωB97M-V/def2-TZVPD.

Output
E_LUMO (spin up / spin down), eV: -3.66 / -5.26
Orbital gap (spin up / spin down), Eh: 0.2454 / 0.2024

The geometry in ORCA input format:
```
! RIJCOSX wB97M-V def2-TZVPD def2/J DEFGRID3
* xyz 1 5
Ru 0.254 -1.202 -0.102
Br 5.537 10.756 -1.834
C 4.589 9.131 -1.770
C 5.072 8.032 -2.482
C 4.385 6.841 -2.447
C 3.203 6.744 -1.693
C 2.737 7.857 -0.977
C 3.426 9.051 -1.015
N 2.424 5.602 -1.568
N 2.785 4.619 -2.295
C 2.194 3.415 -2.111
C 2.363 2.543 -3.224
C 1.844 1.293 -3.280
C 1.136 0.760 -2.154
O 0.592 -0.358 -2.174
C 1.024 1.603 -0.953
N 0.368 1.036 0.074
C 0.063 1.782 1.126
C 0.443 3.115 1.222
C 1.188 3.685 0.213
C 1.482 2.928 -0.937
H 5.985 8.124 -3.054
H 4.749 5.982 -2.992
H 1.828 7.760 -0.397
H 3.073 9.914 -0.470
H 2.923 2.954 -4.056
H 1.948 0.658 -4.150
H -0.467 1.285 1.925
H 0.176 3.678 2.106
H 1.534 4.700 0.289
O 2.867 -1.223 -0.623
C 2.567 -2.397 -0.881
O 1.385 -2.859 -0.728
C 3.590 -3.365 -1.407
C 4.638 -3.783 -0.602
C 5.566 -4.665 -1.123
C 5.507 -5.136 -2.421
C 4.449 -4.692 -3.192
C 3.488 -3.822 -2.712
N 4.337 -5.171 -4.587
O 3.366 -4.805 -5.227
O 5.217 -5.896 -5.003
N 6.676 -5.122 -0.255
O 7.497 -5.871 -0.746
O 6.685 -4.721 0.893
H 4.741 -3.443 0.419
H 6.245 -5.816 -2.811
H 2.676 -3.516 -3.356
O -1.658 -0.702 1.097
P -3.119 -0.395 1.220
C -3.377 1.153 2.100
C -3.550 2.345 1.400
C -3.570 3.554 2.080
C -3.412 3.575 3.460
C -3.243 2.387 4.163
C -3.226 1.179 3.485
C -3.878 -0.242 -0.412
C -3.039 0.086 -1.476
C -3.548 0.187 -2.762
C -4.900 -0.030 -2.990
C -5.743 -0.345 -1.932
C -5.234 -0.453 -0.646
C -3.951 -1.668 2.175
C -5.244 -1.505 2.670
C -5.844 -2.530 3.382
C -5.154 -3.714 3.613
C -3.859 -3.872 3.140
C -3.258 -2.850 2.420
H -3.679 2.331 0.323
H -3.716 4.477 1.535
H -3.434 4.518 3.992
H -3.133 2.403 5.240
H -3.103 0.253 4.037
H -1.988 0.255 -1.298
H -2.888 0.431 -3.585
H -5.299 0.042 -3.994
H -6.797 -0.515 -2.109
H -5.899 -0.726 0.165
H -5.774 -0.568 2.527
H -6.849 -2.403 3.766
H -5.625 -4.513 4.173
H -3.315 -4.787 3.337
H -2.247 -2.957 2.049
C -0.944 -3.508 -2.899
As -1.506 -3.302 -1.048
C -3.431 -3.576 -1.285
C -1.017 -5.039 -0.309
H -1.303 -4.455 -3.301
H 0.141 -3.472 -2.948
H -1.355 -2.687 -3.486
H -3.588 -4.502 -1.837
H -3.860 -2.747 -1.847
H -3.930 -3.647 -0.320
H -1.284 -5.828 -1.012
H -1.556 -5.200 0.624
H 0.053 -5.061 -0.120
F 1.278 2.587 5.285
C 1.214 1.520 4.465
C 0.124 0.677 4.553
C 0.050 -0.401 3.685
C 1.057 -0.644 2.747
C 0.945 -1.729 1.752
C 2.162 0.214 2.719
C 2.244 1.304 3.569
H -0.645 0.873 5.290
H -0.803 -1.068 3.731
H 0.208 -2.483 2.045
H 1.898 -2.227 1.594
H 2.950 0.033 1.995
H 3.092 1.977 3.556
*
```

Atomic partial charges in e from the Mulliken method, atoms 1 to 5:
1 Ru 0.499
2 Br -0.135
3 C 0.153
4 C -0.635
5 C -0.088

=====

--- Q ---
A structure of composition C50H42AsBrFN5O8PRu. Source: OMol25; level of theory: ωB97M-V/def2-TZVPD.

Output
E_LUMO (spin up / spin down), eV: -3.82 / -5.25
Orbital gap (spin up / spin down), Eh: 0.1879 / 0.2043

The geometry in ORCA input format:
```
! RIJCOSX wB97M-V def2-TZVPD def2/J DEFGRID3
* xyz 1 5
Ru -1.190 -0.275 -0.039
Br 6.576 -1.387 -4.958
C 4.784 -1.465 -5.516
C 3.915 -2.353 -4.892
C 2.599 -2.425 -5.315
C 2.168 -1.611 -6.359
C 3.057 -0.769 -7.010
C 4.368 -0.675 -6.575
N 0.844 -1.629 -6.928
N -0.131 -1.966 -6.258
C -0.335 -1.952 -4.903
C -0.949 -3.089 -4.327
C -1.116 -3.198 -2.977
C -0.756 -2.118 -2.115
O -0.788 -2.173 -0.860
C -0.397 -0.844 -2.751
N -0.368 0.232 -1.930
C 0.010 1.403 -2.418
C 0.345 1.566 -3.763
C 0.252 0.495 -4.618
C -0.124 -0.757 -4.108
H 4.274 -2.996 -4.099
H 1.933 -3.147 -4.860
H 2.708 -0.192 -7.857
H 5.068 -0.017 -7.072
H -1.222 -3.904 -4.987
H -1.501 -4.104 -2.526
H 0.017 2.224 -1.716
H 0.638 2.543 -4.123
H 0.450 0.625 -5.672
O -3.658 -3.004 1.852
C -3.343 -2.174 1.028
O -2.370 -1.324 1.196
C -4.181 -2.091 -0.245
C -3.872 -1.295 -1.335
C -4.678 -1.312 -2.455
C -5.828 -2.061 -2.532
C -6.127 -2.829 -1.426
C -5.334 -2.874 -0.300
N -7.363 -3.657 -1.472
O -8.048 -3.567 -2.469
O -7.586 -4.372 -0.523
N -4.260 -0.521 -3.639
O -3.212 0.100 -3.549
O -5.000 -0.496 -4.591
H -2.995 -0.663 -1.344
H -6.455 -2.061 -3.409
H -5.587 -3.509 0.537
O 0.714 1.175 0.467
P 2.049 1.058 1.177
C 2.394 2.500 2.183
C 1.315 3.137 2.794
C 1.523 4.243 3.605
C 2.813 4.717 3.807
C 3.894 4.091 3.199
C 3.687 2.986 2.383
C 2.153 -0.378 2.244
C 1.442 -1.531 1.918
C 1.495 -2.648 2.738
C 2.269 -2.619 3.889
C 2.993 -1.479 4.219
C 2.939 -0.361 3.399
C 3.405 0.952 0.012
C 4.352 -0.068 0.052
C 5.405 -0.074 -0.858
C 5.512 0.937 -1.802
C 4.563 1.955 -1.852
C 3.515 1.964 -0.948
H 0.318 2.756 2.625
H 0.682 4.734 4.079
H 2.978 5.580 4.439
H 4.897 4.468 3.354
H 4.532 2.506 1.902
H 0.844 -1.568 1.019
H 0.922 -3.531 2.484
H 2.302 -3.485 4.538
H 3.589 -1.458 5.123
H 3.483 0.535 3.676
H 4.268 -0.859 0.788
H 6.141 -0.868 -0.826
H 6.338 0.937 -2.500
H 4.652 2.744 -2.589
H 2.784 2.765 -0.974
C -3.558 2.379 -0.839
As -2.619 1.647 0.701
C -4.107 1.089 1.797
C -2.168 3.278 1.638
H -4.033 3.322 -0.574
H -4.324 1.676 -1.160
H -2.865 2.538 -1.662
H -4.739 1.955 1.990
H -3.717 0.691 2.732
H -4.688 0.316 1.301
H -3.079 3.870 1.666
H -1.380 3.832 1.133
H -1.862 3.040 2.655
F 0.107 1.274 9.069
C -0.220 0.929 7.811
C 0.317 1.651 6.762
C -0.020 1.292 5.472
C -0.895 0.213 5.205
C -1.227 -0.168 3.887
C -1.411 -0.491 6.319
C -1.079 -0.138 7.612
H 0.989 2.475 6.970
H 0.408 1.838 4.638
H -1.833 -1.040 3.678
H -0.840 0.382 3.037
H -2.081 -1.325 6.143
H -1.472 -0.671 8.467
*
```

Atomic partial charges in e from the Mulliken method, atoms 1 to 5:
1 Ru 0.111
2 Br -0.127
3 C 0.157
4 C -0.651
5 C -0.179

=====

The structure shown above that is most stable: P.